Entry 1:
DFT (wB97M-V/def2-TZVPD) results for the ion C6H11N3OPS2 with charge +1.

Structure (XYZ):
```
24
Properties=species:S:1:pos:R:3:forces:R:3:lowdin_charge:R:1
C -1.01942 1.06389 4.19637 -0.0866 -0.0994 0.0907 -0.034
C 0.06274 0.96471 3.17850 0.5533 0.1564 0.2353 -0.368
C 1.37946 1.23372 3.43305 -0.2365 -0.0785 -0.2488 -0.350
S 2.39123 1.00881 2.07433 -0.5935 -0.1833 -0.3023 1.084
C 1.01883 0.53353 1.11836 -0.1561 0.4299 1.5796 -0.531
N 1.24411 0.18319 -0.20966 0.3836 -0.1977 -1.0268 0.082
C 0.37635 -0.26924 -1.07569 0.1320 0.0432 0.0346 -0.132
N 0.67623 -0.60658 -2.31809 0.2473 -0.1522 -0.1751 -0.047
P -0.43578 -1.51993 -3.30856 -2.2855 1.7089 -0.4751 0.205
N -1.58458 -0.17070 -3.76103 2.1134 -2.6398 1.1054 -0.078
O 0.59664 -1.68109 -4.51055 -0.0700 0.4078 0.2857 -0.194
S -1.15921 -3.07760 -2.43687 0.2511 1.0553 -0.5381 0.320
C -0.14529 0.55686 1.84061 0.5684 -0.0763 -0.6140 -0.052
H -1.19837 0.08575 4.64461 -0.0801 0.0116 0.0393 0.094
H -0.73962 1.75373 4.98848 -0.0647 0.0188 0.0384 0.087
H -1.94678 1.40190 3.73903 -0.0628 0.0484 0.0608 0.086
H 1.81342 1.55603 4.35939 0.0771 0.0856 0.1829 0.085
H 2.21767 0.28392 -0.49740 -0.3047 -0.0991 -0.1245 0.166
H -0.65948 -0.38958 -0.78111 0.0384 -0.0049 0.1783 0.148
H 1.63514 -0.53787 -2.65138 -0.1565 -0.0136 0.0605 0.140
H -1.32224 0.29519 -4.62027 0.0633 0.0115 -0.0700 0.041
H -2.53566 -0.51076 -3.80019 -0.0748 -0.1063 -0.0649 0.034
H 0.45019 -2.45920 -5.05669 -0.0444 -0.2747 -0.1331 0.092
H -1.11558 0.30132 1.45477 -0.2116 -0.0516 -0.1189 0.122
```
Forces are in eV/Å.

Its SMILES is Cc1csc(N/C=[NH+]/[P@@](N)(O)=S)c1. As for the energy relative to the best compared isomer or geometry (same formula, charge and spin): 0.0 kcal per mole. The value obtained for the HOMO energy (spin up / spin down) is -11.93 / -11.93 eV. The value obtained for the electronic energy is -1612.31439 hartree. The calculation puts the max |F| at 3.6 eV Å⁻¹. As for the total charge: +1.

---

Entry 2:
DFT (wB97M-V/def2-TZVPD) results for a cluster of 8 separate species, C13H42O11 in total.

Structure (XYZ):
```
66
Properties=species:S:1:pos:R:3:forces:R:3:lowdin_charge:R:1
O 13.01136 6.87899 5.83726 0.2568 -0.8221 -0.2539 -0.099
C 11.66793 6.34553 5.94348 0.9133 2.5674 0.9088 -0.196
C 11.04832 6.91521 7.24916 -1.3777 -1.2180 -0.0651 -0.232
O 10.56021 8.26779 7.13984 1.1221 -0.5022 -0.7251 -0.077
H 13.06297 7.83669 5.87910 -0.6219 0.0545 0.0174 0.074
H 11.09791 6.70251 5.08572 -0.2705 -0.3260 -0.0715 0.112
H 11.82067 5.26633 5.93408 -0.4118 0.1295 0.2268 0.119
H 11.71362 6.67215 8.07764 0.4736 0.7926 0.0052 0.117
H 10.16326 6.33563 7.51156 -0.2500 -0.4583 -0.2480 0.099
H 10.55407 8.71611 7.98870 0.1461 -0.1016 0.3653 0.058
O 10.07613 13.78685 10.95768 0.0975 -0.3919 0.7926 -0.087
C 10.05930 14.87149 10.06480 -1.2321 0.0922 -0.3684 -0.203
C 8.82045 14.72840 9.17432 -0.0354 0.1601 -1.4017 -0.248
O 7.54888 15.01679 9.71036 0.7966 0.6721 0.4833 -0.058
H 10.95894 13.40970 10.95938 0.0520 -0.2819 -0.0618 0.043
H 9.96771 15.79899 10.63000 0.1829 0.2383 -0.0380 0.122
H 10.97650 14.86261 9.47594 -0.0759 0.1991 -0.2379 0.122
H 8.75340 13.73595 8.72862 0.4877 -0.4618 0.2255 0.111
H 8.91684 15.36159 8.29234 0.1959 0.4214 0.0914 0.115
H 7.37755 14.31670 10.34449 -0.4985 -0.3934 0.0860 0.020
O 6.75983 12.80177 11.06936 0.1909 -0.5226 0.1793 -0.057
C 6.33751 12.99239 12.39632 -1.4286 0.6708 1.0834 -0.234
C 7.32863 13.81105 13.17492 0.1355 -0.0105 -0.1601 -0.246
O 8.55010 13.12310 13.21024 0.3924 0.0808 0.4363 -0.069
H 6.26047 12.05370 10.73378 0.0776 0.0181 -0.4299 0.110
H 5.38374 13.52002 12.40282 -0.2610 0.3494 -0.1038 0.120
H 6.09488 12.07708 12.93616 0.5164 -0.4542 -0.1420 0.111
H 7.01366 14.03760 14.19354 -0.3944 -0.2869 0.0310 0.122
H 7.47727 14.78143 12.70126 -0.1365 0.2026 -0.2145 0.122
H 9.04387 13.54681 12.50436 0.8090 -0.4293 -0.3801 0.032
C 7.22117 8.29924 7.84204 0.2109 0.3162 -0.7622 -0.096
C 5.72109 8.48809 8.07148 0.6791 0.2994 0.6225 -0.295
O 5.37055 9.86726 7.84532 -0.1620 -0.5896 -0.1080 -0.084
H 7.76318 9.24328 7.89792 -0.2971 0.2302 0.4965 0.059
H 7.45094 8.02713 6.81188 -0.0973 -0.5089 0.0089 0.071
H 7.70347 7.61641 8.54149 -0.1730 -0.1909 -0.1240 0.071
H 5.51664 8.24185 9.11342 -0.1834 0.1970 0.1883 0.093
H 5.10603 7.79536 7.49708 0.0657 0.1411 -0.3048 0.109
H 4.69378 9.89233 7.16492 -0.0107 0.1137 0.0199 0.074
C 6.03755 8.14968 13.28178 -0.6455 -1.0019 -0.2262 -0.093
C 7.00193 9.20702 13.69922 0.4643 0.3536 0.5489 -0.316
O 6.46360 9.84522 14.87818 -0.2417 -0.2746 -0.6739 -0.077
H 6.28799 7.63373 12.35486 0.4533 0.3049 -0.1938 0.070
H 5.03536 8.54284 13.11106 -0.0081 0.1805 0.2370 0.079
H 5.97457 7.33559 14.00386 -0.1190 0.2040 0.3051 0.077
H 7.19657 9.87553 12.86058 -0.2597 0.5747 0.0997 0.087
H 7.98242 8.78894 13.92714 0.0792 -0.2587 0.1471 0.097
H 7.05136 10.50287 15.25718 0.3207 -0.0196 -0.3129 0.077
C 13.29131 12.73679 11.59618 0.4449 0.1370 1.0743 -0.139
O 12.47616 12.23677 10.56652 -0.5030 -0.1135 -0.2817 -0.131
H 14.08134 12.03765 11.87036 0.1849 0.0601 -0.1922 0.090
H 13.69203 13.72801 11.38404 0.1967 -0.0411 -0.2747 0.087
H 12.69735 12.85548 12.50240 -0.3035 -0.0945 -0.1277 0.084
H 13.01780 11.97006 9.82014 0.0412 0.0452 -0.0878 0.107
C 11.00653 9.67649 13.52644 -0.9575 -0.2497 -0.4945 -0.173
O 11.86022 8.69807 14.03952 0.7736 -0.3847 0.6045 -0.106
H 11.59489 10.53749 13.20926 -0.0943 -0.0968 0.0109 0.076
H 10.46011 9.23512 12.69294 0.0551 0.4453 -0.5130 0.069
H 10.22752 9.97557 14.22772 0.1531 0.3490 0.3726 0.072
H 11.34743 7.89936 14.18336 0.0652 -0.0258 0.0350 0.077
C 9.06509 10.66139 10.36832 0.0014 -0.0389 -0.5738 -0.158
O 10.32930 10.10757 10.17156 1.5619 -1.2787 0.0888 -0.135
H 8.97246 11.00418 11.39886 -0.4025 0.4498 -0.1565 0.068
H 9.06391 11.42340 9.58893 -1.3164 0.5781 0.5004 0.082
H 8.35162 9.86386 10.16096 -0.2509 0.2207 0.0072 0.074
H 10.95206 10.79338 10.42342 0.4228 -0.0211 0.0099 0.034
```
Forces are in eV/Å.

Its SMILES is OCCO.OCCO.OCCO.CCO.CCO.CO.CO.CO. As for the energy relative to the best compared isomer or geometry (same formula, charge and spin): 9.6 kcal per mole. The value obtained for the HOMO energy is -9.77 eV. The value obtained for the electronic energy is -1347.98665 hartree. The calculation puts the max |F| at 2.9 eV Å⁻¹.